DFT (wB97M-V/def2-TZVPD) results for a cluster of 3 separate species, C28H54B2FN3O17P2S in total at a distorted geometry.

```
108
Properties=species:S:1:pos:R:3:forces:R:3:mulliken_charge:R:1
N 2.277843 -4.063624 7.210012 -0.6 0.4 -0.2 -0.36
C 1.521944 -5.128090 6.609274 0.4 -0.7 0.5 -1.57
C 2.318605 -6.200102 5.774343 -1.0 0.1 1.2 0.35
O 3.375575 -6.523005 6.707980 0.2 -0.4 -1.0 -0.36
S 4.061872 -8.002600 6.549518 1.1 -0.3 0.7 0.29
O 3.040578 -9.012705 6.538441 -0.4 0.0 -0.3 -0.49
O 4.660182 -7.880174 5.014355 -0.9 0.6 1.0 -0.37
C 5.266263 -6.584259 4.928104 0.9 -0.1 -0.9 -1.52
C 4.355968 -5.482856 4.292400 0.9 0.2 0.1 0.84
C 4.763808 -4.143781 4.987010 0.4 -0.1 -0.2 -0.99
C 6.239973 -3.827343 4.843807 0.0 -0.1 0.3 0.10
O 7.090124 -4.273333 5.527913 0.5 -0.5 0.5 -0.50
F 6.597363 -2.930449 3.913792 -0.6 0.3 -0.3 -0.25
B 4.826228 -5.429885 2.744910 -0.6 0.1 -0.7 0.90
N 4.887115 -4.192679 2.008482 -1.2 -0.6 0.4 -0.54
O 5.158149 -6.584362 2.055702 -0.3 0.1 0.5 -0.74
C 2.784198 -5.793230 4.359263 2.2 1.3 -0.7 1.73
C 2.051838 -4.523885 3.898760 -0.9 0.0 -0.6 -1.98
C 0.543019 -4.779869 3.604300 1.4 0.2 -0.2 -0.70
C -0.277673 -3.512527 3.630722 -1.0 -0.3 -0.1 -0.13
O -1.397809 -3.547516 4.077662 -0.2 0.1 0.3 -0.61
N 0.232180 -2.316390 3.098779 1.1 -0.4 1.0 -0.17
C 0.117267 -1.178979 3.988800 -0.5 0.7 -0.1 0.00
C -0.089847 0.073969 3.432472 0.0 0.3 -0.6 -0.47
C -0.170085 1.220906 4.208167 0.1 -0.1 0.6 -0.68
C -0.040903 1.115461 5.587130 0.0 -0.2 0.2 -0.37
C 0.134538 -0.137504 6.161218 0.1 -0.2 -0.1 -0.87
C 0.214949 -1.276190 5.373071 0.1 -0.2 -0.1 0.12
O 2.637761 -6.700599 3.267003 -1.0 -0.5 0.8 -0.62
B 1.874535 -7.843491 3.244527 -0.6 -0.5 -0.2 0.67
O 0.639131 -7.817599 2.577773 0.9 0.4 -0.4 -0.54
O 2.263353 -9.053514 3.776734 0.1 0.8 0.3 -0.58
H 2.661430 -3.376209 6.585202 0.2 0.0 0.1 0.15
H 2.903160 -4.350087 7.942657 0.2 0.0 -0.2 0.36
H 0.627068 -4.775792 6.101866 0.2 0.2 -0.1 0.27
H 1.148602 -5.715723 7.452288 -0.1 0.0 -0.1 0.64
H 1.646664 -7.066385 5.826712 0.1 0.0 -0.8 0.61
H 5.729320 -6.284387 5.873336 -0.4 0.0 0.2 0.60
H 6.134694 -6.730017 4.281320 -0.1 -0.1 0.0 0.54
H 4.238186 -3.260178 4.627752 -0.3 -0.2 0.1 0.24
H 4.651615 -4.295145 6.060234 -0.3 0.3 0.0 0.77
H 4.658215 -4.312719 1.029381 0.5 0.3 -0.1 0.26
H 4.292926 -3.468636 2.388180 0.4 0.3 -0.1 0.17
H 4.781670 -6.523593 1.173195 0.4 -0.2 -0.2 0.26
H 2.431987 -4.200135 2.926599 0.5 -0.2 0.2 1.38
H 2.210283 -3.672694 4.561486 -0.2 -0.2 0.3 0.17
H 0.139725 -5.499611 4.309684 -0.4 0.1 -0.1 0.47
H 0.504710 -5.232742 2.612346 -0.3 -0.1 0.1 0.48
H 1.223114 -2.424819 2.903976 -0.1 0.0 -0.4 0.33
H -0.181493 0.174984 2.356323 0.0 -0.2 0.0 0.58
H -0.336695 2.195092 3.768780 0.0 -0.1 -0.2 0.41
H -0.071306 1.978668 6.239769 -0.1 0.1 -0.2 0.37
H 0.236583 -0.260059 7.232259 0.0 0.1 0.0 0.41
H 0.370747 -2.240007 5.846464 -0.1 0.0 0.0 0.39
H 0.716536 -8.483258 1.883596 -0.6 -0.2 0.2 0.29
H 1.551025 -9.343097 4.359983 0.1 -0.6 -0.2 0.29
O 0.594852 1.879967 -1.131741 0.7 2.9 -0.5 -0.73
P 0.719035 1.821907 -2.609817 -1.1 -6.1 -1.4 1.09
O -0.756915 1.407077 -3.170156 0.6 1.0 0.2 -0.33
C -1.945940 1.962846 -2.609854 -0.5 0.0 0.0 -0.27
C -2.468922 3.104230 -3.461005 0.2 0.1 0.0 -1.00
O 1.539159 0.434380 -2.837697 0.1 0.6 -0.1 -0.40
C 2.304726 -0.145632 -1.784397 0.0 -0.2 0.2 -0.38
C 1.530899 -1.272222 -1.132360 -0.1 -0.2 0.0 -0.82
O 1.300745 2.351461 -4.035782 0.3 1.9 1.9 -0.40
C 1.032990 3.691389 -4.471498 -0.1 0.4 -0.4 -0.08
C 1.244191 4.722751 -3.383291 -0.1 -0.1 0.2 -1.17
H -1.787467 2.298873 -1.583943 0.2 -0.1 0.0 0.29
H -2.684193 1.159829 -2.581398 0.1 -0.1 0.0 0.34
H -1.799763 3.966312 -3.397540 -0.1 0.0 0.0 0.17
H -3.455157 3.421663 -3.120634 0.0 0.0 0.0 0.45
H -2.532526 2.814964 -4.510449 -0.1 -0.1 0.0 0.24
H 2.597844 0.605553 -1.051498 -0.1 0.0 0.0 0.32
H 3.222172 -0.534873 -2.230787 -0.1 0.0 -0.1 0.36
H 0.550599 -0.939395 -0.791828 0.1 0.1 0.1 0.27
H 2.080026 -1.673998 -0.277592 0.0 0.0 0.0 0.17
H 1.360792 -2.078395 -1.847965 0.1 0.0 0.0 0.32
H 0.020235 3.745722 -4.879005 0.0 -0.1 0.1 0.16
H 1.716649 3.889466 -5.296938 0.0 -0.2 0.0 0.32
H 0.534029 4.581824 -2.559950 0.0 0.1 0.0 0.35
H 1.105712 5.729153 -3.777399 0.0 0.0 0.0 0.39
H 2.249864 4.642106 -2.967648 0.0 0.0 0.0 0.35
O -5.731635 6.768627 -8.513750 -3.7 -0.9 0.8 -0.77
P -5.521587 6.854855 -7.036272 8.2 1.9 -0.4 1.10
O -4.692080 8.296565 -7.027165 -1.0 0.2 0.3 -0.36
C -5.120461 9.412563 -7.801059 0.2 0.2 -0.1 -0.25
C -5.890970 10.410562 -6.955422 -0.1 -0.1 0.1 -1.06
O -4.280534 5.806478 -6.849330 -1.1 -0.4 0.4 -0.30
C -4.138342 4.697178 -7.741683 0.3 0.0 -0.3 -0.32
C -3.097458 5.012021 -8.795851 0.1 0.1 0.0 -1.09
O -5.603547 6.940067 -5.392950 -3.0 -1.2 -0.9 -0.37
C -6.651767 7.676692 -4.758395 -0.2 0.3 0.4 -0.10
C -8.015928 7.398068 -5.353252 0.1 -0.1 -0.2 -1.21
H -5.722215 9.100018 -8.655326 0.1 -0.1 0.0 0.29
H -4.218354 9.888458 -8.190862 0.0 -0.1 0.0 0.33
H -6.860244 10.000464 -6.659063 0.0 0.0 0.0 0.20
H -6.074805 11.329102 -7.514441 0.0 0.0 0.0 0.41
H -5.342213 10.653939 -6.044883 0.1 0.0 0.0 0.26
H -5.093976 4.431593 -8.192630 0.0 0.1 -0.1 0.35
H -3.811302 3.840382 -7.148737 0.0 0.1 0.2 0.36
H -3.331436 5.939668 -9.316975 -0.2 -0.1 0.0 0.27
H -3.029446 4.205667 -9.527931 0.0 0.0 0.0 0.39
H -2.118985 5.143495 -8.330647 0.0 -0.1 0.0 0.25
H -6.415811 8.742936 -4.787783 0.0 0.0 -0.1 0.16
H -6.646558 7.380382 -3.709006 0.1 -0.1 -0.1 0.33
H -8.068881 7.734516 -6.396139 0.0 0.1 0.0 0.36
H -8.793041 7.917632 -4.793208 0.0 0.0 0.0 0.38
H -8.228862 6.327860 -5.340876 0.0 0.0 0.1 0.36
```
Forces are in eV/Å.

The energy relative to the best compared isomer or geometry (same formula, charge and spin) comes out at 0.000 eV. Its LUMO energy is -0.61 eV. The value obtained for the total energy is -102678.95359 eV. The calculation puts the molecular weight at 839.4 g mol⁻¹. The HOMO-LUMO gap is 8.7 eV.